Run one
DFT (ωB97M-V/def2-TZVPD) results for an isolated molecule of C5H13NOS.

As for the SMILES: C[C@@H](CCS)NCO. The total charge is 0. The value obtained for the HOMO-LUMO gap is 0.3558 Eh.

Last columns: bonded neighbours and bond lengths (Å).
Positions of all 21 atoms, in Å:
1 C 0.54913 0.38408 -2.13950  C2 1.518, H9 1.123, H10 1.084, H11 1.090
2 C 0.30706 0.71336 -0.67792  C1 1.518, C3 1.556, N6 1.477, H12 1.098
3 C -1.01327 -0.02540 -0.31294  C2 1.556, C4 1.551, H13 1.092, H14 1.111
4 C -1.22481 -0.49879 1.14839  C3 1.551, S5 1.846, H15 1.095, H16 1.089
5 S -2.95688 -1.09002 1.38632  C4 1.846, H17 1.344
6 N 1.33041 0.29165 0.30032  C2 1.477, C7 1.448, H18 1.015
7 C 2.74289 0.61176 0.27804  N6 1.448, O8 1.438, H19 1.086, H20 1.095
8 O 3.27448 0.71072 -1.05421  C7 1.438, H21 0.963
9 H -0.07963 1.12633 -2.70038  C1 1.123
10 H 1.54992 0.43872 -2.55149  C1 1.084
11 H 0.20347 -0.58879 -2.48946  C1 1.090
12 H 0.14863 1.79093 -0.53772  C2 1.098
13 H -1.07575 -0.93534 -0.91257  C3 1.092
14 H -1.87799 0.59283 -0.63647  C3 1.111
15 H -0.50875 -1.32089 1.24766  C4 1.095
16 H -1.11899 0.22628 1.95333  C4 1.089
17 H -3.68102 -0.19769 0.68960  S5 1.344
18 H 1.29928 -0.72198 0.34938  N6 1.015
19 H 3.33081 -0.20296 0.69127  C7 1.086
20 H 2.92572 1.52634 0.85159  C7 1.095
21 H 4.07697 1.24297 -1.07230  O8 0.963

***

Run two
DFT (ωB97M-V/def2-TZVPD) results for an isolated molecule of C5H13NOS.

As for the SMILES: C[C@@H](CCS)NCO. The total charge is 0. The value obtained for the HOMO-LUMO gap is 0.3648 Eh.

Last columns: bonded neighbours and bond lengths (Å).
Positions of all 21 atoms, in Å:
1 C 1.67615 -0.12257 -0.42739  C2 1.543, H9 1.088, H10 1.120, H11 1.134
2 C 0.16444 -0.29639 -0.68218  C1 1.543, C3 1.570, N6 1.493, H12 1.089
3 C -0.25953 -1.46310 0.27947  C2 1.570, C4 1.558, H13 1.116, H14 1.066
4 C -0.69680 -1.05967 1.71930  C3 1.558, S5 1.826, H15 1.140, H16 1.107
5 S -1.40686 -2.46944 2.63663  C4 1.826, H17 1.362
6 N -0.75330 0.87914 -0.61330  C2 1.493, C7 1.453, H18 1.005
7 C -0.26937 2.02395 -1.36583  N6 1.453, O8 1.447, H19 1.068, H20 1.102
8 O 0.90362 2.70870 -0.86663  C7 1.447, H21 0.997
9 H 2.18619 -0.51337 0.45031  C1 1.088
10 H 2.25111 -0.80743 -1.10248  C1 1.120
11 H 2.02393 0.94428 -0.59217  C1 1.134
12 H 0.21533 -0.52851 -1.74449  C2 1.089
13 H 0.54907 -2.22472 0.38279  C3 1.116
14 H -1.09749 -1.88206 -0.22886  C3 1.066
15 H 0.20740 -0.53646 2.17511  C4 1.140
16 H -1.52045 -0.33084 1.59039  C4 1.107
17 H -2.54149 -2.71661 1.92437  S5 1.362
18 H -1.28382 1.06695 0.21885  N6 1.005
19 H -1.07018 2.72233 -1.47670  C7 1.068
20 H -0.01410 1.57326 -2.33809  C7 1.102
21 H 0.73613 3.03257 0.06090  O8 0.997

***

Energies in kJ/mol, measured from the most stable structure: run one 0.0; run two 31.3.